(1)
Entry from OMol25: C18H37N5OPS3SbTc as an isolated structure (wB97M-V/def2-TZVPD).

```
! wB97M-V def2-TZVPD RIJCOSX def2/J DEFGRID3
* xyz 3 3
Tc 0.7248 -1.2483 2.0243
S 2.2807 -2.7734 3.0846
Sb 1.7389 -1.4041 5.1614
S 2.8905 -0.7675 3.0387
S -0.2625 -0.8350 4.0964
C -2.2121 -4.6324 1.2817
C -0.9991 -3.8220 1.7844
N -1.0474 -2.4245 1.2804
C -2.3358 -1.8284 1.7154
C -3.5344 -2.5699 1.0921
N -3.0007 -3.7585 0.3528
C -2.1460 -3.3019 -0.7873
C -0.9969 -2.4547 -0.2045
H -2.8803 -4.9321 2.0873
H -1.9159 -5.5189 0.7237
H -0.0704 -4.2761 1.4399
H -0.9874 -3.7849 2.8727
H -2.3353 -0.7780 1.4308
H -2.3800 -1.8877 2.8003
H -4.0837 -1.9626 0.3750
H -4.2274 -2.9401 1.8452
H -3.7850 -4.2987 -0.0188
H -2.7853 -2.7278 -1.4557
H -1.7960 -4.1898 -1.3113
H -1.0418 -1.4278 -0.5673
H -0.0355 -2.8802 -0.4952
O 0.2089 0.2053 0.8570
P 0.5989 1.2109 -0.3022
N 1.5457 0.3726 -1.3200
C 2.1038 0.8941 -2.6021
C 3.4821 0.2529 -2.6804
C 3.2722 -1.1037 -2.0140
C 2.3466 -0.7769 -0.8424
N -0.8277 1.5864 -0.9952
C -0.9785 1.9118 -2.4446
C -2.3943 2.4885 -2.5520
C -3.1072 1.9822 -1.3003
C -2.0076 2.0757 -0.2553
N 1.4004 2.4709 0.3240
C 0.7350 3.5208 1.1377
C 1.8955 4.2197 1.8384
C 3.0317 4.0912 0.8297
C 2.8728 2.6686 0.3073
H 2.1364 1.9835 -2.5984
H 1.4736 0.5684 -3.4298
H 4.2156 0.8396 -2.1245
H 3.8300 0.1733 -3.7077
H 4.2003 -1.5570 -1.6725
H 2.7887 -1.8031 -2.6965
H 2.9260 -0.5096 0.0459
H 1.6954 -1.6330 -0.6000
H -0.8625 0.9984 -3.0281
H -0.2361 2.6381 -2.7743
H -2.8794 2.1956 -3.4800
H -2.3552 3.5775 -2.5295
H -3.4168 0.9408 -1.4289
H -3.9817 2.5736 -1.0411
H -2.1804 1.4648 0.6318
H -1.8824 3.1102 0.0723
H 0.0292 3.0754 1.8420
H 0.1962 4.2100 0.4857
H 2.1456 3.7007 2.7657
H 1.6559 5.2507 2.0863
H 4.0155 4.2571 1.2624
H 2.8978 4.8034 0.0143
H 3.3655 1.9509 0.9714
H 3.2683 2.5451 -0.6992
*
```

DFT total energy: -2913.25060 Eh
Molecular weight: 686.46 g mol⁻¹
HOMO (alpha / beta): -16.62 / -16.66 eV
Frontier orbital gap (alpha / beta): 7.1 / 6.7 eV

Löwdin population analysis, charges in e, atoms 1 to 8: atom 1 (Tc): 0.715, atom 2 (S): 0.050, atom 3 (Sb): 0.814, atom 4 (S): 0.049, atom 5 (S): 0.001, atom 6 (C): -0.029, atom 7 (C): -0.135, atom 8 (N): -0.284



(2)
Entry from OMol25: C18H37O10S5Tl as an isolated structure at a distorted geometry (wB97M-V/def2-TZVPD).

```
! wB97M-V def2-TZVPD RIJCOSX def2/J DEFGRID3
* xyz 0 1
Tl 4.5782 1.1436 -27.0848
C 4.5286 7.8097 -25.6674
C 5.5184 6.6062 -25.5685
O 5.0733 5.4311 -24.8670
H 4.1673 8.1929 -24.7131
H 3.5745 7.6455 -26.1682
H 4.8281 8.5505 -26.4087
H 6.4555 6.9878 -25.1633
H 5.7496 6.4722 -26.6252
C 5.6678 -3.7718 -21.8799
C 5.8640 -2.7441 -22.8517
C 7.0794 -1.6908 -22.5667
O 7.2320 -0.7289 -23.3654
C 7.7799 -1.7976 -21.3526
C 7.5237 -2.8281 -20.4755
C 6.4281 -3.8159 -20.7180
O 6.0243 -4.7068 -19.8392
O 8.2238 -2.7461 -19.3579
O 5.1763 -2.5491 -23.8767
H 4.8743 -4.4651 -22.1169
H 8.5355 -1.0415 -21.1978
C 6.2470 6.9363 -31.3991
S 4.5848 6.1070 -31.4372
O 4.5006 5.0498 -30.3506
C 3.6010 7.5161 -30.8707
H 6.1577 7.8674 -31.9587
H 7.1068 6.4095 -31.8131
H 6.5605 7.2115 -30.3920
H 3.2525 8.0985 -31.7237
H 4.0257 8.1582 -30.0991
H 2.6392 7.2957 -30.4076
C -0.0107 -4.5965 -27.6836
S 1.5845 -4.4955 -28.6018
O 2.2681 -3.1461 -28.3055
C 2.5364 -5.8602 -27.7585
H -0.5570 -3.7066 -27.9962
H 0.2939 -4.4799 -26.6435
H -0.4313 -5.5897 -27.8406
H 1.8713 -6.7235 -27.7375
H 2.6815 -5.6736 -26.6944
H 3.4620 -6.0330 -28.3077
C 11.8292 3.1947 -29.1493
S 10.2690 3.9139 -28.3442
O 9.1867 2.8766 -28.5477
C 10.6928 3.7602 -26.5370
H 11.9817 2.2161 -28.6941
H 12.6895 3.8245 -28.9228
H 11.8091 3.1886 -30.2391
H 11.1005 2.7693 -26.3368
H 9.7795 3.7806 -25.9424
H 11.2730 4.5529 -26.0646
C 10.3770 -2.9989 -29.8873
S 9.2386 -2.5962 -28.4837
O 7.8123 -2.3405 -28.9648
C 9.2526 -4.2180 -27.7679
H 11.2757 -3.5228 -29.5618
H 10.7118 -2.1600 -30.4973
H 9.7919 -3.6489 -30.5379
H 9.1983 -4.8792 -28.6327
H 8.3603 -4.2600 -27.1433
H 10.1076 -4.5187 -27.1623
C 4.5030 -1.3093 -34.2277
S 4.9415 0.2996 -33.3935
O 4.4936 -0.0222 -31.9715
C 6.8347 0.3711 -33.4190
H 4.9338 -1.3081 -35.2289
H 3.4555 -1.5919 -34.1234
H 5.1548 -1.9703 -33.6563
H 7.4026 1.2606 -33.1460
H 7.2186 0.3196 -34.4378
H 7.2351 -0.4398 -32.8106
*
```

DFT total energy: -3623.24868 Eh
Molecular weight: 778.20 g mol⁻¹
Energy relative to the best compared isomer or geometry (same formula, charge and spin): 160.8 kcal per mole
HOMO: -5.99 eV
Frontier orbital gap: 1.6 eV

Löwdin population analysis, charges in e, atoms 1 to 8: atom 1 (Tl): 0.929, atom 2 (C): -0.131, atom 3 (C): -0.423, atom 4 (O): -0.264, atom 5 (H): 0.058, atom 6 (H): 0.047, atom 7 (H): 0.049, atom 8 (H): 0.083



(3)
Entry from OMol25: C18H37OP3STl as an isolated structure at a distorted geometry (wB97M-V/def2-TZVPD).

```
! wB97M-V def2-TZVPD RIJCOSX def2/J DEFGRID3
* xyz 3 1
Tl -1.5179 -1.9081 -1.4704
P 1.2961 1.4361 1.2106
P -1.8678 2.1414 0.4830
P 0.6547 1.7834 -2.8906
H 0.0170 -6.3672 -1.8235
C 0.8246 -6.1952 -2.5480
C 1.9100 -5.4715 -2.2290
H 2.0055 -4.9739 -1.2573
C 1.6131 0.8006 2.8619
C 1.6271 3.2016 1.2535
C 2.4968 0.6986 0.0888
C -3.1575 1.3196 -0.4667
C -2.4409 2.4983 2.1420
C -1.4966 3.6884 -0.3550
C 1.9311 0.9386 -3.9110
C 1.4444 3.4505 -2.8430
C -0.5950 2.1146 -4.1987
H 0.6841 -6.6176 -3.5512
H 2.7457 -5.3632 -2.9279
H 1.4549 -0.2858 2.8895
H 0.9631 1.2996 3.5934
H 2.6660 1.0252 3.0986
H 0.8999 3.7254 1.8851
H 1.6494 3.6368 0.2466
H 2.6211 3.3134 1.7087
H 2.1478 -0.2897 -0.2376
H 3.4429 0.5819 0.6338
H 2.6745 1.3328 -0.7918
H -4.0815 1.9135 -0.4182
H -3.3646 0.3242 -0.0488
H -2.8719 1.2205 -1.5248
H -3.2281 3.2652 2.0830
H -1.6139 2.8761 2.7578
H -2.8525 1.5851 2.5938
H -2.3990 4.3154 -0.3078
H -1.2399 3.5249 -1.4112
H -0.6804 4.2265 0.1415
H 1.7899 1.1927 -4.9694
H 1.8342 -0.1477 -3.7863
H 2.9286 1.2582 -3.5794
H 1.6619 3.7973 -3.8623
H 2.3808 3.3938 -2.2710
H 0.7771 4.1689 -2.3485
H -0.0782 2.3243 -5.1446
H -1.2065 2.9807 -3.9083
H -1.2408 1.2345 -4.3218
C -0.7763 -2.7284 -5.1550
C -1.8408 -2.6747 -6.0742
C -1.9436 -3.6222 -7.0919
C -0.9680 -4.6100 -7.2492
C 0.1186 -4.6345 -6.3614
C 0.2212 -3.7043 -5.3314
S -0.6479 -1.5462 -3.8470
H -2.0152 -2.3986 -3.0559
H -2.5910 -1.8852 -5.9580
H -2.7881 -3.5887 -7.7742
H -1.0533 -5.3565 -8.0384
H 0.8920 -5.3994 -6.4789
H 1.0651 -3.7219 -4.6351
O -0.4973 -0.1257 0.0067
C -0.3847 1.0273 0.5392
*
```

DFT total energy: -2376.90059 Eh
Molecular weight: 598.87 g mol⁻¹
Energy relative to the best compared isomer or geometry (same formula, charge and spin): 33.3 kcal per mole
HOMO: -16.01 eV
Frontier orbital gap: 4.6 eV

Löwdin population analysis, charges in e, atoms 1 to 8: atom 1 (Tl): 0.856, atom 2 (P): 0.900, atom 3 (P): 0.898, atom 4 (P): 0.752, atom 5 (H): 0.053, atom 6 (C): -0.070, atom 7 (C): -0.087, atom 8 (H): 0.041



(4)
Entry from OMol25: C18H38BBr4F4K2N2O8 as an isolated structure at a distorted geometry (wB97M-V/def2-TZVPD).

```
! wB97M-V def2-TZVPD RIJCOSX def2/J DEFGRID3
* xyz 2 2
K -3.8778 1.8754 4.1248
K -1.2872 -1.9007 5.0723
B -1.6163 -0.1075 2.2151
F -0.8463 0.4712 1.2281
F -2.9386 0.0672 1.8947
F -1.3082 -1.4346 2.2538
F -1.4507 0.5464 3.4346
C -6.0227 -3.0331 -4.2863
C -6.8194 -3.5947 -3.0025
O -6.3906 -3.1021 -1.7599
C -5.0086 -3.1633 -1.4351
O -4.2401 -3.8959 -2.0118
O -4.8282 -2.5082 -0.2903
C -3.5411 -2.4029 0.3097
H -6.2142 -1.9899 -4.5380
H -6.6348 -3.4755 -5.0723
H -4.9787 -3.3177 -4.4171
H -6.9570 -4.6719 -3.0972
H -7.8360 -3.2016 -2.9986
H -3.0552 -1.5122 -0.0887
H -3.0615 -3.3500 0.0625
H -3.5602 -2.2779 1.3924
C 5.8156 3.8080 -0.5135
C 5.2309 3.9368 0.9218
O 3.9483 3.4089 0.9840
C 3.2119 3.5022 2.1604
O 3.3806 4.2645 3.0588
O 2.1259 2.8171 2.0046
C 0.9547 3.0061 2.7591
H 5.0534 4.2354 -1.1651
H 5.8555 2.7410 -0.7328
H 6.7588 4.3006 -0.7498
H 5.2259 4.9330 1.3641
H 5.8614 3.3148 1.5572
H 1.0475 2.9872 3.8449
H 0.2051 2.2613 2.4917
H 0.5859 4.0005 2.5074
C 1.7253 -0.9026 3.1415
O 1.4590 -1.5112 4.1775
N 2.8934 -1.0376 2.4476
C 3.1611 -0.3037 1.2363
C 3.8361 -2.1147 2.8209
H 1.0527 -0.2172 2.6030
H 2.2948 0.2949 0.9548
H 3.2872 -0.9958 0.4038
H 4.0338 0.3472 1.2914
H 3.5772 -2.7444 3.6721
H 4.0834 -2.7469 1.9681
H 4.7767 -1.6397 3.0993
C 1.4167 -4.7111 -1.1517
O 1.9491 -5.4555 -1.9653
N 1.3126 -3.3384 -1.3036
C 0.5778 -2.5325 -0.3817
C 1.8137 -2.7122 -2.4884
H 0.9477 -5.0326 -0.2088
H -0.2435 -1.9671 -0.8222
H 1.2350 -1.8256 0.1248
H 0.1568 -3.1134 0.4389
H 2.1521 -1.6838 -2.3618
H 2.6247 -3.2390 -2.9914
H 1.0442 -2.6006 -3.2522
Br -3.2095 4.7696 -2.0204
C -3.1919 4.4241 -0.0458
C -2.1284 3.4236 0.3025
Br -0.3611 4.1049 -0.4049
H -4.1263 3.9878 0.3071
H -2.9360 5.4088 0.3454
H -2.3403 2.4671 -0.1754
H -1.9649 3.3912 1.3796
Br 3.1041 1.3271 -1.7539
C 1.4335 1.8879 -2.7810
C 0.1396 1.1824 -2.3695
Br -1.4514 1.9176 -3.1974
H 1.6279 1.6644 -3.8300
H 1.2925 2.9634 -2.6735
H 0.0243 1.1701 -1.2857
H 0.1323 0.1550 -2.7336
*
```

DFT total energy: -13340.02224 Eh
Molecular weight: 895.12 g mol⁻¹
HOMO (alpha / beta): -13.50 / -13.50 eV
Frontier orbital gap (alpha / beta): 7.5 / 3.4 eV

Löwdin population analysis, charges in e, atoms 1 to 8: atom 1 (K): 0.976, atom 2 (K): 0.969, atom 3 (B): -1.494, atom 4 (F): 0.145, atom 5 (F): 0.121, atom 6 (F): 0.127, atom 7 (F): 0.051, atom 8 (C): -0.049